Entry 1:
Below is C28H37AsCrN4O4 as an isolated structure, with properties calculated with ωB97M-V with the def2-TZVPD basis set.

Cartesian coordinates (Å):
H  0.775  -3.713  -2.885
H  -0.624  6.109  -3.168
C  -0.259  -0.031  -3.491
N  -1.695  0.654  4.240
C  -1.282  2.052  4.454
H  -1.518  -2.047  3.713
H  -0.724  -3.635  0.844
C  2.772  0.941  -0.658
H  -0.612  -3.549  2.603
H  3.722  -2.932  0.623
C  -1.453  0.034  3.121
H  2.497  2.088  1.159
H  -1.377  2.832  -0.528
H  3.277  -1.477  1.553
O  -2.035  0.185  -0.662
H  3.353  -0.162  -2.425
C  -4.942  -0.199  -2.785
H  -2.146  2.612  4.803
H  -2.524  -1.027  5.247
N  -3.614  -0.302  -2.177
H  -0.576  -3.114  -4.860
C  -1.895  -1.409  2.914
H  3.951  -2.905  2.385
C  1.191  3.290  -2.721
H  -0.532  1.001  -3.678
C  3.323  -2.561  1.567
H  -2.892  -0.836  -2.637
H  -0.906  2.472  3.529
C  -2.402  0.043  5.377
C  0.474  -2.686  -3.041
C  0.388  2.680  -1.759
C  1.895  -4.507  2.268
H  -1.817  0.223  6.277
C  3.677  0.314  -1.509
H  2.105  2.824  -3.072
N  -4.112  1.048  -0.368
O  0.993  -1.223  1.065
H  4.891  2.094  1.708
C  -0.767  3.298  -1.292
H  1.510  -1.959  -1.308
Cr  -0.576  -0.239  0.482
C  -0.641  -1.023  -4.382
H  -1.199  -0.759  -5.272
C  3.197  1.582  0.504
C  -0.341  5.143  -2.772
N  1.974  -3.121  1.771
C  0.913  -2.414  1.511
O  -1.426  -1.887  1.641
C  5.460  0.961  -0.027
As  0.918  0.988  -1.084
C  0.815  4.525  -3.229
C  -3.247  0.307  -1.065
H  1.050  -5.030  1.826
C  -0.489  -2.977  1.684
H  2.802  -5.021  1.961
H  -5.204  0.846  -2.953
H  -2.986  -1.472  2.916
H  6.514  0.980  0.214
H  -4.913  -0.696  -3.749
H  -2.019  5.033  -1.440
H  1.429  5.008  -3.976
H  5.744  -0.138  -1.848
C  -1.130  4.536  -1.803
H  -3.379  0.512  5.480
C  4.548  1.588  0.816
C  -0.283  -2.348  -4.154
H  -0.508  2.068  5.219
C  0.512  -0.370  -2.378
H  -5.044  1.226  -0.706
H  -3.765  1.629  0.375
H  1.831  -4.515  3.355
C  5.028  0.329  -1.185
C  0.876  -1.698  -2.148
H  -5.691  -0.688  -2.163
O  -0.856  0.618  2.152

The calculation puts the HOMO-LUMO gap (spin up / spin down) at 6.90 / 8.22 eV. As for the expectation value of S²: 3.8700. The calculation puts the LUMO energy (spin up / spin down) at -9.600 / -8.168 eV. Its charge is +3. The spin multiplicity is 4.

Atomic partial charges in e from the Löwdin method, atoms 1 to 6: 0.12, 0.12, -0.09, -0.09, 0.04, 0.15

=====

Entry 2:
Below is a 2-piece molecular cluster, C5H13N2O overall, with properties calculated with ωB97M-V with the def2-TZVPD basis set.

Cartesian coordinates (Å):
H  0.140  -0.859  -1.562
H  -0.252  -0.490  1.210
C  1.014  -1.385  2.863
H  1.740  -0.964  3.565
H  -1.590  -1.104  -1.600
N  0.328  2.072  1.479
C  0.846  0.987  2.147
H  0.173  -1.505  -3.737
H  -0.242  1.803  0.628
H  0.241  -1.904  3.440
H  -1.472  -1.461  -3.862
H  1.580  1.214  2.923
H  0.977  2.825  1.321
N  -0.658  -0.983  -3.515
C  -0.771  -0.585  -2.105
C  0.474  -0.285  1.993
H  1.535  -2.155  2.281
C  -0.971  0.926  -1.908
H  -0.121  1.396  -2.448
H  -1.882  1.189  -2.504
O  -1.089  1.268  -0.607

The calculation puts the HOMO-LUMO gap at 6.89 eV. The value obtained for the energy relative to the best compared isomer or geometry (same formula, charge and spin) is 18.3 kcal per mole. The calculation puts the LUMO energy at 3.942 eV. Its charge is -1.

Atomic partial charges in e from the natural (NBO) method, atoms 1 to 6: 0.17, 0.23, -0.61, 0.19, 0.16, -0.86

=====

Entry 3:
Below is a 2-piece molecular cluster, C7H14O overall at a distorted geometry, with properties calculated with ωB97M-V with the def2-TZVPD basis set.

Cartesian coordinates (Å):
H  -1.286  2.734  -1.626
H  4.928  -1.792  1.396
H  -1.598  1.663  1.968
C  0.351  0.187  0.845
H  1.213  0.843  0.762
H  3.324  -1.779  1.359
H  1.183  -1.248  -0.424
H  0.189  0.285  1.949
C  0.722  -1.288  0.581
H  -1.326  1.592  -3.054
H  -0.272  -1.802  0.680
C  -1.394  1.728  -1.964
C  -1.428  -0.782  -1.720
C  -1.760  1.514  0.908
H  -2.721  1.800  0.534
H  -1.997  -0.698  -2.640
H  -2.089  -1.247  -0.984
H  -0.566  -1.410  -2.050
C  -1.132  0.619  -1.243
C  -0.904  0.763  0.212
H  1.373  -1.758  1.288
O  4.115  -1.723  1.903

The calculation puts the HOMO-LUMO gap at 9.86 eV. Its SMILES is C=C(C)C(=C)CC.O. The value obtained for the energy relative to the best compared isomer or geometry (same formula, charge and spin) is 51.2 kcal per mole. The calculation puts the LUMO energy at 0.831 eV.

Atomic partial charges in e from the natural (NBO) method, atoms 1 to 6: 0.21, 0.48, 0.19, -0.43, 0.22, 0.48

=====

Entry 4:
Below is a single CHCl2NO molecule at a distorted geometry, with properties calculated with ωB97M-V with the def2-TZVPD basis set.

Cartesian coordinates (Å):
O  0.416  1.418  1.605
Cl  -0.201  2.761  2.317
N  -0.786  0.508  1.096
Cl  -2.069  -0.679  -0.757
C  -0.915  0.425  -0.135
H  -0.463  0.888  -0.944

The calculation puts the HOMO-LUMO gap (spin up / spin down) at 7.32 / 7.95 eV. The value obtained for the energy relative to the best compared isomer or geometry (same formula, charge and spin) is 89.9 kcal per mole. As for the expectation value of S²: 2.0093. The calculation puts the LUMO energy (spin up / spin down) at 0.294 / -2.983 eV. The spin multiplicity is 3.

The natural (NBO) scheme yields these atomic charges, measured in e: -0.30, 0.23, -0.19, 0.02, 0.04, 0.20

=====

Entry 5:
Below is C18H28Cl2LuN3OP2 as an isolated structure at a distorted geometry, with properties calculated with ωB97M-V with the def2-TZVPD basis set.

Cartesian coordinates (Å):
Cl  -0.896  0.140  -6.124
C  -1.508  -3.686  -0.997
H  0.914  3.300  0.330
C  -0.046  1.303  8.754
H  1.329  -3.446  0.648
H  2.393  -3.503  -0.758
H  -0.346  -3.130  -3.747
Cl  -2.131  -0.400  -2.354
C  -0.307  -1.205  3.043
C  1.254  -0.277  -7.757
H  -1.825  -3.387  0.011
H  -2.243  -3.248  -1.680
C  0.397  -3.612  -3.097
P  0.125  -2.980  -1.407
H  -2.528  2.449  -1.778
H  -0.252  1.864  2.055
H  -1.950  2.836  -0.157
C  0.062  2.963  -3.454
N  -0.217  0.157  3.296
H  1.773  -0.472  4.921
H  2.340  -0.285  -7.831
C  -0.006  1.144  7.323
H  -1.550  -4.780  -1.074
H  1.064  2.675  -3.802
H  -0.257  -1.953  3.810
N  -0.059  1.383  9.923
H  0.869  4.644  -0.872
C  1.001  0.345  6.754
C  -0.913  1.609  5.128
H  -1.975  4.116  -1.409
H  2.060  3.300  -1.029
C  1.030  3.556  -0.738
C  0.877  0.080  -6.354
H  0.300  -4.714  -3.173
O  1.607  0.316  -5.420
H  0.861  0.454  -8.469
H  -1.770  2.375  6.973
H  -0.639  2.361  -4.048
H  1.351  -4.919  -0.384
H  -0.104  4.034  -3.673
N  -0.478  -0.102  1.101
P  -0.122  2.501  -1.700
H  0.880  -1.270  -8.020
C  0.995  0.125  5.380
H  1.769  -0.106  7.379
C  -1.794  3.045  -1.223
C  1.406  -3.815  -0.388
C  -0.365  0.792  2.121
C  -0.009  0.700  4.594
C  -0.972  1.767  6.512
H  1.397  -3.306  -3.429
C  -0.485  -1.364  1.730
H  -1.612  2.136  4.458
Lu  -0.102  -0.206  -1.116
H  -0.592  -2.304  1.216

The calculation puts the HOMO-LUMO gap at 7.71 eV. The value obtained for the energy relative to the best compared isomer or geometry (same formula, charge and spin) is 0.0 kcal per mole. The calculation puts the LUMO energy at -6.726 eV. Its charge is +2.

Atomic partial charges in e from the natural (NBO) method, atoms 1 to 6: -0.09, -0.93, 0.23, 0.23, 0.24, 0.26

=====

Entry 6:
Below is C49H50BrN3O11PS2Ta as an isolated structure at a distorted geometry, with properties calculated with ωB97M-V with the def2-TZVPD basis set.

Cartesian coordinates (Å):
P  -2.352  2.097  -3.288
H  6.199  -2.082  -2.638
C  4.238  0.034  2.668
H  -4.475  5.261  -3.959
H  -1.144  2.889  3.496
H  -0.073  0.792  -5.113
C  -2.198  -5.223  -0.253
O  -2.235  -1.607  -0.865
C  -3.474  -1.984  -0.605
O  -1.498  -2.807  1.381
H  2.549  4.799  2.648
C  -2.683  1.687  0.736
C  -1.101  2.559  -5.741
H  0.530  3.091  -4.505
N  4.454  -6.087  1.120
C  1.914  1.000  0.522
C  0.164  3.385  -5.476
C  -3.728  -3.452  -0.805
C  3.070  -0.626  2.250
C  2.624  -1.684  3.032
C  -3.369  -5.363  -2.336
H  -0.099  4.488  -5.398
C  0.753  0.895  3.987
C  4.846  -0.262  3.902
O  1.311  -1.253  0.712
H  -2.888  -5.742  -3.238
H  -2.757  5.233  -4.349
H  -4.483  2.536  -0.141
C  -1.771  1.757  1.804
C  -3.482  5.464  -3.554
N  1.382  -8.167  -0.602
C  0.990  0.396  5.281
Ta  -0.457  -1.751  0.026
C  -0.713  -1.209  4.993
C  5.049  -0.372  -2.037
H  0.911  3.263  -6.265
C  3.064  3.968  2.164
C  -0.791  1.067  -5.896
O  -4.310  -1.244  -0.204
C  -3.709  2.643  0.620
H  -3.430  6.501  -3.242
H  -4.808  -3.623  -0.886
H  1.249  3.423  -0.738
C  -1.874  2.797  2.714
C  3.381  -5.885  0.727
H  2.721  4.331  -0.574
H  0.096  2.050  0.231
C  4.336  -1.271  4.688
Br  0.468  -1.576  -2.292
O  -2.098  2.841  -4.729
H  -2.799  4.663  3.247
C  5.422  -1.710  -2.009
H  1.684  0.888  -0.585
C  -2.829  -4.037  -1.954
C  1.333  -4.682  0.175
N  0.680  -3.740  0.114
H  5.707  0.315  4.193
O  -3.370  3.196  -2.665
C  4.795  -2.581  -1.109
H  -4.054  -4.868  0.827
C  -1.918  4.949  -1.649
H  -2.610  0.860  0.046
C  1.809  4.033  -0.044
H  -4.444  -5.276  -2.491
H  4.704  -1.435  5.675
H  -3.809  -6.759  -0.635
H  -2.686  -3.259  -2.700
H  -1.776  4.408  -0.705
H  -1.468  -5.647  0.436
H  3.349  3.238  2.953
H  -1.821  -1.152  3.183
C  -3.216  4.580  -2.310
C  -0.537  0.852  1.805
C  -2.825  3.816  2.578
S  -0.642  1.984  -2.220
H  -4.576  4.345  1.473
C  -0.217  0.313  3.176
H  5.512  0.314  -2.743
H  3.939  4.310  1.665
H  3.316  -2.821  0.416
H  0.444  -1.006  6.784
H  -1.658  0.454  -5.778
C  -3.765  3.677  1.525
O  2.867  2.012  0.823
C  -3.204  -4.319  0.437
C  0.610  1.664  1.068
C  -2.659  -3.450  1.538
C  4.048  0.074  -1.145
C  2.049  -5.852  0.225
S  -3.374  0.479  -3.497
H  -1.107  4.726  -2.345
C  2.223  3.211  1.179
H  3.736  1.089  -1.192
H  -4.034  4.745  -1.657
O  -3.392  -3.368  2.499
H  -2.301  -7.047  -1.503
H  1.771  0.809  5.875
H  4.609  0.814  2.033
H  1.197  4.907  0.204
H  -0.280  0.882  -6.842
H  1.738  -2.243  2.752
H  1.303  1.785  3.652
C  1.588  -7.081  -0.244
O  -1.641  -4.341  -1.216
C  3.821  -2.129  -0.253
H  -1.412  -1.977  5.340
C  3.223  -1.951  4.243
C  2.427  -0.391  0.856
C  0.265  -0.650  5.791
O  -0.876  -0.146  0.884
C  3.434  -0.810  -0.239
H  -1.962  6.001  -1.437
C  -2.952  -6.254  -1.114
O  1.081  2.738  1.840
C  -0.972  -0.722  3.705
H  -1.581  2.938  -6.635
H  2.770  -2.737  4.848
H  5.005  -3.613  -1.119

The calculation puts the HOMO-LUMO gap at 6.44 eV. The value obtained for the energy relative to the best compared isomer or geometry (same formula, charge and spin) is 0.0 kcal per mole. The calculation puts the LUMO energy at 3.951 eV. Its charge is -2.

Atomic partial charges in e from the Löwdin method, atoms 1 to 6: -0.17, 0.08, -0.01, 0.08, 0.10, 0.06

=====

| no. | E_tot (eV) |
| --- | --- |
| 1 | -133025.006 |
| 2 | -10422.906 |
| 3 | -9531.545 |
| 4 | -29628.092 |
| 5 | -102870.160 |
| 6 | -181180.989 |